Record 1
{
  "formula": "C27H21I2N2O6SeTeV",
  "method": "wB97M-V/def2-TZVPD",
  "e_above_lowest_kj_mol": 574.2,
  "mol_weight_da": 980.8,
  "total_charge": -1,
  "energy_ha": -5811.08272,
  "spin_multiplicity": 2,
  "lumo_energy_ha": [0.065, 0.066],
  "fmax_ev_per_a": 5.52,
  "species": ["I", "C", "C", "C", "H", "O", "C", "C", "C", "H", "C", "C", "C", "H", "C", "C", "C", "H", "Se", "H", "C", "V", "C", "H", "C", "C", "H", "N", "C", "H", "C", "H", "H", "H", "C", "C", "C", "C", "H", "O", "Te", "H", "H", "H", "I", "C", "C", "H", "O", "H", "H", "O", "N", "H", "H", "O", "H", "O", "C", "C", "C"],
  "positions_angstrom": [[5.931, 2.460, 2.916], [-1.715, -5.854, 1.898], [-2.157, -2.967, -2.759], [-3.700, -3.883, -4.358], [0.059, 4.031, 5.322], [0.080, -0.827, 1.290], [-2.646, -4.495, -5.016], [-1.351, -4.348, -4.544], [3.166, 0.668, -1.242], [1.806, 2.513, 6.198], [-3.396, 0.954, 3.212], [-2.902, -3.968, 1.024], [-2.839, -5.046, 1.886], [0.240, -6.184, 1.081], [-1.079, -0.348, 1.474], [0.522, 0.538, 3.777], [-0.714, -4.478, 0.204], [-2.846, 0.700, 4.108], [1.990, 0.572, 0.217], [-3.768, -3.322, 1.030], [-1.105, -3.580, -3.418], [0.112, -0.295, -0.456], [-5.478, 1.181, 2.039], [-2.888, 1.752, -0.043], [1.331, 0.941, 4.828], [0.189, 3.045, 4.898], [-1.659, -6.699, 2.570], [-0.517, 0.198, -2.077], [-1.845, -3.674, 0.176], [-4.270, -2.661, -2.697], [-4.795, 1.489, 0.876], [-5.335, 1.662, -0.043], [-2.834, -5.084, -5.902], [-1.341, 3.340, 3.439], [-0.597, 2.656, 3.830], [-1.217, 1.107, 1.978], [-4.778, 0.913, 3.203], [1.165, 2.195, 5.392], [2.110, 0.282, 5.182], [-0.640, 1.942, 0.956], [-1.986, -1.854, -0.965], [-0.914, 2.859, 1.116], [-5.310, 0.634, 4.100], [-3.665, -5.243, 2.554], [3.825, 1.408, 1.411], [-3.450, -3.131, -3.227], [-3.414, 1.541, 0.882], [0.147, -4.250, -0.425], [-1.718, 0.230, -2.332], [-6.558, 1.128, 2.033], [0.652, -0.457, 3.369], [0.064, 1.223, -1.699], [3.934, 0.726, -2.103], [-0.530, -4.830, -5.056], [-4.717, -3.983, -4.717], [0.195, -0.785, -2.316], [-0.089, -3.440, -3.064], [-2.104, -1.043, 1.418], [-0.651, -5.569, 1.058], [-0.440, 1.395, 3.255], [-2.710, 1.280, 2.053]]
}

Record 2
{
  "formula": "C27H21N5O11P2ReS",
  "method": "wB97M-V/def2-TZVPD",
  "e_above_lowest_kj_mol": 0.0,
  "mol_weight_da": 871.7,
  "total_charge": 0,
  "energy_ha": -3302.52212,
  "spin_multiplicity": 2,
  "lumo_energy_ha": [-0.061, -0.063],
  "fmax_ev_per_a": 1.75,
  "species": ["P", "H", "H", "N", "C", "H", "H", "P", "H", "C", "H", "H", "H", "C", "H", "O", "C", "C", "H", "C", "C", "C", "N", "C", "O", "H", "C", "C", "O", "H", "H", "C", "O", "H", "C", "C", "O", "S", "C", "N", "O", "C", "C", "C", "O", "C", "H", "N", "C", "H", "C", "C", "C", "C", "C", "H", "H", "N", "H", "O", "H", "O", "H", "Re", "O", "C", "C", "O"],
  "positions_angstrom": [[-0.245, 0.426, 3.113], [-3.947, -1.738, -0.985], [-2.723, -5.212, 1.203], [0.282, -1.824, 0.548], [-3.448, -3.528, 0.100], [-0.346, -5.319, 2.074], [1.861, -4.187, 2.306], [2.549, 0.487, 2.327], [-0.442, 3.003, 0.900], [0.940, 4.754, -1.647], [-3.801, 4.952, 0.279], [1.911, 3.763, -3.319], [2.670, -3.011, -4.146], [1.380, 3.665, -2.384], [-2.893, 3.425, -1.469], [0.519, -1.718, -3.374], [1.045, -3.723, 1.771], [-3.691, 3.895, 0.483], [4.963, -3.922, -3.679], [5.113, -2.885, -1.802], [0.275, 4.531, -0.451], [1.130, 2.400, -1.897], [-1.487, -0.446, -0.758], [-3.918, 2.022, 1.983], [3.704, -0.394, 2.483], [-0.092, 5.352, 0.149], [-1.215, -3.691, 0.956], [1.534, 1.159, -2.639], [-0.597, 0.728, 1.656], [-4.435, -3.949, -0.036], [4.880, -1.729, 0.025], [-3.180, -2.261, -0.440], [-1.611, 1.453, -2.361], [1.113, 5.762, -1.999], [-4.051, 3.379, 1.722], [4.451, -2.031, -0.926], [-0.072, 1.913, 3.744], [-2.473, 0.655, -1.538], [0.069, 3.231, -0.026], [1.106, 0.033, -1.990], [2.743, 1.918, 2.995], [-3.433, 1.171, 1.003], [-3.069, 1.699, -0.225], [1.323, -1.234, -2.632], [1.263, -0.148, 3.117], [-0.171, -4.338, 1.650], [-4.188, 1.621, 2.951], [0.486, 2.188, -0.744], [-0.941, -2.418, 0.418], [-0.355, 1.891, 4.671], [-3.191, 3.053, -0.497], [-1.932, -1.683, -0.289], [-2.502, -4.238, 0.785], [1.241, -2.461, 1.202], [4.482, -3.253, -2.978], [-4.440, 4.038, 2.487], [6.103, -3.250, -1.564], [3.254, -1.531, -1.201], [2.198, -1.967, 1.281], [2.073, 0.715, 0.875], [1.887, 2.350, 3.165], [2.166, 1.187, -3.669], [-3.320, 0.113, 1.200], [0.358, 0.175, -0.124], [-3.597, 0.017, -2.155], [3.219, -2.751, -3.252], [2.657, -1.871, -2.337], [-1.137, -0.414, 3.909]]
}